Below is C33H49As2FN6O3RuS as an isolated structure, with properties calculated with the ωB97M-V functional and the def2-TZVPD basis.

Geometry as XYZ:
```
96
Properties=species:S:1:pos:R:3
Ru 0.92065 1.64291 -1.82196
C 2.26716 4.87475 0.22342
As 0.75514 3.68349 0.02035
C 0.35143 3.17649 1.84645
C -0.72565 4.83501 -0.45295
C -0.81204 6.12023 0.07458
C -1.88486 6.93805 -0.24562
C -2.88157 6.47597 -1.09289
C -2.80492 5.19624 -1.62073
C -1.72929 4.36968 -1.30721
As -1.63647 2.58308 -2.04381
C -2.37872 2.74355 -3.82165
C -2.99428 1.59865 -1.07605
H 2.07322 5.60855 1.00332
H 2.46452 5.38254 -0.71848
H 3.13642 4.28038 0.50009
H 0.29971 4.06649 2.47156
H 1.12698 2.50604 2.21285
H -0.60828 2.66366 1.86260
H -0.04192 6.49639 0.73647
H -1.94131 7.93726 0.16464
H -3.71800 7.11348 -1.34568
H -3.58938 4.85162 -2.28289
H -3.41044 3.08715 -3.77609
H -2.34849 1.76481 -4.29772
H -1.77943 3.44609 -4.39690
H -3.95320 2.10583 -1.17084
H -2.70910 1.53590 -0.02777
H -3.06234 0.59415 -1.49169
C -2.46155 -5.46642 -0.40942
C -1.01263 -5.15658 -0.07257
N -0.73971 -3.70583 -0.03781
C -0.18994 -3.13041 -1.10812
C 0.05222 -1.78490 -1.24534
C 0.62784 -1.37526 -2.56403
O 1.15475 -2.17819 -3.29832
O 0.51930 -0.09729 -2.87440
C -0.25874 -0.90403 -0.17187
O -0.04729 0.33915 -0.16297
C -0.85270 -1.53811 1.00265
C -1.19453 -0.76221 2.11495
C -1.78131 -1.32862 3.20706
F -2.13347 -0.52857 4.22862
C -2.04782 -2.71125 3.28445
C -1.68446 -3.48178 2.19206
C -1.10268 -2.91730 1.04911
N -2.64457 -3.32949 4.39956
C -3.80283 -4.19198 4.19993
C -3.63881 -5.44143 5.07156
N -2.83218 -5.06510 6.29155
C -3.16685 -3.67808 6.75492
C -2.68771 -2.66676 5.70316
H -2.61243 -6.54516 -0.42022
H -2.71656 -5.08227 -1.39681
H -3.15355 -5.02907 0.31082
H -0.35010 -5.57557 -0.82651
H -0.70516 -5.58566 0.87996
H 0.07593 -3.78468 -1.92924
H -1.00894 0.30268 2.09840
H -1.84774 -4.54804 2.24121
H -3.88801 -4.49078 3.15903
H -4.72664 -3.66146 4.45659
H -3.09244 -6.23352 4.56399
H -4.59486 -5.83225 5.41409
H -1.83946 -5.10108 6.05533
H -2.98878 -5.74174 7.03978
H -2.69217 -3.50877 7.71826
H -4.24595 -3.65577 6.89394
H -1.69040 -2.30715 5.95062
H -3.36986 -1.81418 5.73449
C 2.91923 2.16076 -7.42868
N 2.63806 2.74084 -6.12016
C 2.06715 2.08575 -5.12480
N 1.70630 0.82964 -5.26366
S 1.82706 3.00177 -3.64689
H 3.37446 2.92416 -8.05082
H 1.99857 1.82844 -7.91080
H 3.61573 1.32544 -7.34229
H 2.88485 3.70289 -5.95175
H 1.89219 0.34165 -6.12675
H 1.30061 0.30404 -4.48713
C 5.98734 -0.10206 -1.81569
C 5.34401 0.08728 -0.43362
C 5.26124 -1.24874 0.31847
C 6.10846 1.13551 0.38788
C 3.97234 0.57951 -0.64214
N 2.90345 0.96117 -0.81689
H 7.00305 -0.46949 -1.67287
H 6.03802 0.84026 -2.36091
H 5.43861 -0.83001 -2.41317
H 6.27390 -1.62443 0.46168
H 4.69857 -1.98858 -0.25092
H 4.79975 -1.12412 1.29789
H 7.12574 0.77643 0.54063
H 5.64958 1.28811 1.36455
H 6.15902 2.09026 -0.13502
```

Values from the calculation:
Gap between HOMO and LUMO (alpha / beta) in eV: 7.31 / 6.97
Multiplicity: 6
Net charge: +3
ΔE to the lowest compared entry with this formula, charge and spin in kJ/mol: 0.0


Below is C2H4CsMgO2 as an isolated structure, with properties calculated with the ωB97M-V functional and the def2-TZVPD basis.

Geometry as XYZ:
```
10
Properties=species:S:1:pos:R:3
O -0.76120 1.29371 -0.96378
C 0.31224 -1.03915 -0.01281
C 0.51132 -0.65630 1.40084
O -0.87001 -0.66645 1.04167
Cs -0.02876 4.42086 -4.41782
Mg -1.86855 0.92382 0.46385
H -0.04484 -1.12996 -1.04237
H 0.92250 -1.93496 -0.18448
H 1.07727 0.25427 1.61777
H 0.75002 -1.46585 2.09712
```

Values from the calculation:
Gap between HOMO and LUMO (alpha / beta) in eV: 6.09 / 6.09
Net charge: +1
ΔE to the lowest compared entry with this formula, charge and spin in kJ/mol: 363.2


Below is a 2-piece molecular cluster, C3H7NO overall, with properties calculated with the ωB97M-V functional and the def2-TZVPD basis.

Geometry as XYZ:
```
12
Properties=species:S:1:pos:R:3
C 0.52368 -0.01235 0.02304
C -0.51533 -1.08620 0.00703
C 0.07719 1.40458 0.01101
N 1.77398 -0.28453 0.02109
O 4.12085 -0.01353 -0.00986
H -1.04020 -1.06118 -0.94737
H -1.24589 -0.90773 0.79291
H -0.07291 -2.07103 0.13869
H -0.66899 1.58357 0.78264
H -0.38329 1.63576 -0.94949
H 0.92876 2.06090 0.15993
H 2.08808 -1.24465 0.01835
```

Values from the calculation:
Gap between HOMO and LUMO (alpha / beta) in eV: 8.65 / 8.65
Net charge: 0
ΔE to the lowest compared entry with this formula, charge and spin in kJ/mol: 591.8


Below is C27H49NO2P2Pb as an isolated structure, with properties calculated with the ωB97M-V functional and the def2-TZVPD basis.

Geometry as XYZ:
```
82
Properties=species:S:1:pos:R:3
Pb 0.10447 -1.45241 -0.73004
C -0.27313 0.00524 1.85682
O 0.12090 -1.19033 1.93650
C -0.19926 0.73620 0.54545
O 0.33397 1.82678 0.47024
P 2.87524 -0.88327 -0.73171
C 3.48300 -0.55069 -2.43886
H 4.58223 -0.59761 -2.38381
C 3.77265 0.35179 0.32449
H 3.20007 1.27534 0.12165
C 3.57296 -2.55945 -0.29938
H 3.10359 -3.22756 -1.04407
C -3.74116 -0.67260 -0.01117
P -2.48204 0.55137 -0.63925
H -3.93519 1.37035 -2.35862
H -3.60204 -1.54688 -0.66831
C -3.19214 2.15143 -0.00579
H -4.18673 2.19519 -0.48098
C 3.64202 0.04439 1.81703
H 3.87267 0.96008 2.38031
H 4.36084 -0.71994 2.14302
H 2.62959 -0.26908 2.10209
C 5.23345 0.59797 -0.06286
H 5.84411 -0.30863 0.01595
H 5.65797 1.33239 0.63577
H 5.35058 1.00764 -1.07281
C 5.09102 -2.70661 -0.45503
H 5.47409 -2.33222 -1.41211
H 5.34509 -3.77583 -0.41010
H 5.64108 -2.22702 0.36425
C 3.10943 -3.01000 1.09488
H 3.04219 -4.10737 1.10342
H 2.12415 -2.62032 1.39179
H 3.83518 -2.72716 1.86892
C 3.00007 -1.61944 -3.42103
H 3.23310 -2.64254 -3.08424
H 3.51490 -1.45598 -4.38235
H 1.91445 -1.53315 -3.59621
C 3.07288 0.85115 -2.89638
H 1.97822 0.93210 -2.97146
H 3.49804 1.03352 -3.89507
H 3.44237 1.63997 -2.22746
C -5.18482 -0.17793 -0.16057
H -5.42046 0.15082 -1.17971
H -5.40985 0.64070 0.53189
H -5.86372 -1.00627 0.08310
C -3.43854 -1.13399 1.41646
H -3.47087 -0.30791 2.13663
C -1.96735 1.48637 -3.21973
H -2.46442 -1.63357 1.50438
H -4.20820 -1.85765 1.72098
C -3.40413 -0.57358 -3.10123
H -1.03339 0.91554 -3.25774
H -2.32664 1.61220 -4.25025
H -1.75364 2.48079 -2.81739
C -3.02901 0.74216 -2.42140
H -3.80914 -0.33853 -4.09806
H -4.18297 -1.12227 -2.55977
H -2.52589 -1.22114 -3.23494
C -2.39409 3.37139 -0.47969
H -1.31200 3.21491 -0.38902
H -2.65779 4.23189 0.14990
H -2.64099 3.64417 -1.51292
C -3.38192 2.16183 1.51549
H -2.54505 1.69444 2.04893
H -4.31593 1.67455 1.82794
H -3.43799 3.20500 1.86132
H -0.27578 -0.54327 -2.37628
H 0.46396 -0.15449 -2.10761
N -0.60144 0.73771 2.95845
C -1.29769 0.80950 3.94446
C -1.84645 0.63854 5.21038
C -1.80860 1.67680 6.18119
C -2.40814 1.49073 7.42669
C -3.03837 0.27276 7.74130
C -3.06546 -0.76552 6.79518
C -2.47463 -0.59445 5.54448
H -1.30794 2.60998 5.91613
H -2.38351 2.30143 8.16257
H -3.51900 0.13886 8.71941
H -3.54796 -1.71662 7.03724
H -2.48010 -1.38992 4.79699
```

Values from the calculation:
Gap between HOMO and LUMO (alpha / beta) in eV: 5.12 / 5.12
Net charge: +4
ΔE to the lowest compared entry with this formula, charge and spin in kJ/mol: 38.3


Below is a 2-piece molecular cluster, C4H9FN2 overall, with properties calculated with the ωB97M-V functional and the def2-TZVPD basis.

Geometry as XYZ:
```
16
Properties=species:S:1:pos:R:3
C -0.23075 -0.34614 -1.51640
C -2.60393 0.45840 -1.22766
C 2.27447 -0.00831 1.74253
C -1.61268 -0.06512 -1.94608
N 0.91303 0.04658 2.22283
N 0.02899 0.50635 1.61499
F -1.89514 -0.56218 -3.18077
H 0.49326 0.26217 -2.13727
H -0.02351 -1.44177 -1.54126
H -0.09640 0.18262 -0.51545
H -2.46979 0.63960 -0.17350
H 0.89439 -0.36479 3.37650
H -3.62149 0.57540 -1.52597
H 2.93078 0.93539 2.19760
H 2.26129 0.18045 0.66876
H 2.75748 -0.99866 1.94117
```

Values from the calculation:
Gap between HOMO and LUMO in eV: 9.30
Net charge: 0
ΔE to the lowest compared entry with this formula, charge and spin in kJ/mol: 408.3


Below is C2H2F3P as an isolated structure, with properties calculated with the ωB97M-V functional and the def2-TZVPD basis.

Geometry as XYZ:
```
8
Properties=species:S:1:pos:R:3
C -0.06288 -0.68629 0.53342
C 1.25073 -0.25874 -0.04235
F -0.73816 -1.42800 -0.30567
F 1.79435 -0.96973 -1.04311
F 2.28634 -0.24904 0.81806
P 0.32380 1.42636 -0.28649
H -0.49056 -0.47157 1.43855
H 0.12564 1.12037 -1.58549
```

Values from the calculation:
Gap between HOMO and LUMO in eV: 9.07
Net charge: 0
ΔE to the lowest compared entry with this formula, charge and spin in kJ/mol: 174.6


Below is a 2-piece molecular cluster, C4H11N2 overall, with properties calculated with the ωB97M-V functional and the def2-TZVPD basis.

Geometry as XYZ:
```
17
Properties=species:S:1:pos:R:3
C 0.01481 -0.96205 -1.05413
C -2.63391 0.21230 0.38634
C 1.78469 -0.62998 0.63622
C 0.66090 1.33327 -0.10077
N -0.57628 -0.99949 0.24007
N 0.61010 -0.11829 0.00669
H 0.56489 -1.92587 -1.33336
H -0.34665 -0.27815 -1.88653
H -2.15038 0.99696 -0.23551
H -3.28803 -0.50582 -0.15411
H -2.55833 0.13699 1.48663
H 1.62701 -1.71758 0.80960
H 2.61719 -0.29662 -0.05375
H 1.85206 -0.24345 1.73636
H 0.40143 1.86962 0.74825
H 1.60558 1.49338 -0.48680
H -0.18508 1.63481 -0.74520
```

Values from the calculation:
Gap between HOMO and LUMO (alpha / beta) in eV: 8.11 / 9.29
Net charge: +1
ΔE to the lowest compared entry with this formula, charge and spin in kJ/mol: 669.5


Below is C57H63ClIInN5O3S4Te as an isolated structure, with properties calculated with the ωB97M-V functional and the def2-TZVPD basis.

Geometry as XYZ:
```
136
Properties=species:S:1:pos:R:3
In 0.01012 -0.86843 1.23894
Cl -1.00418 4.28237 7.07294
C -0.38318 3.07497 5.96824
C 0.74412 2.36997 6.32614
C 1.21742 1.38627 5.48454
I 2.96782 0.31507 5.98864
C 0.62362 1.01627 4.26004
O 1.06572 0.09207 3.54614
C -0.53048 1.82107 3.89044
N -1.07298 1.55607 2.70254
C -2.10648 2.24547 2.29854
C -2.69448 3.26007 3.06534
C -2.16498 3.55557 4.29234
C -1.03788 2.84227 4.74814
H 1.25872 2.58537 7.25254
H -2.48438 1.99147 1.32114
H -3.55998 3.79537 2.69834
H -2.59088 4.33427 4.91344
S -1.83938 -2.92813 1.98714
C -0.74988 -4.19033 2.44514
C -1.13118 -5.02843 3.49544
C -0.38058 -6.12333 3.86554
C 0.80582 -6.40003 3.19424
C 1.22272 -5.56613 2.18334
C 0.47112 -4.45723 1.78084
S 1.06572 -3.49883 0.48064
H -2.06638 -4.81503 3.99354
H -0.71608 -6.76563 4.67064
H 1.39302 -7.26943 3.46324
H 2.14402 -5.76243 1.65174
C -1.30298 -2.02403 -1.76996
C -2.32778 -2.88583 -2.42216
C -2.10548 -4.25893 -2.54626
C -3.03508 -5.06803 -3.15406
C -4.21508 -4.51673 -3.68026
C -4.43998 -3.13623 -3.56576
C -3.50498 -2.34493 -2.93896
C -5.15498 -5.34173 -4.31096
N -5.92008 -6.01833 -4.84776
H -1.72738 -1.05653 -1.46006
H -0.88548 -2.51653 -0.88076
H -1.19668 -4.68153 -2.14406
H -2.87608 -6.13543 -3.22266
H -5.35028 -2.70983 -3.96826
H -3.67838 -1.28353 -2.83186
C 8.42182 -1.48833 2.48144
C 7.20342 -0.96043 1.77924
C 5.93742 -1.23043 2.27194
C 4.79272 -0.76563 1.64074
C 3.46612 -1.16523 2.17164
C 4.90412 0.03057 0.49984
Te 3.12522 0.87567 -0.37406
N 1.07872 -0.69643 -1.12876
C 0.88802 -1.22273 -2.22816
O -0.26208 -1.82713 -2.70876
C 1.95472 -1.33123 -3.26676
C 2.33582 -2.58743 -3.72436
C 3.39422 -2.71803 -4.60606
C 4.08622 -1.59793 -5.03946
C 3.70682 -0.34403 -4.58756
C 2.64712 -0.20953 -3.70796
C 3.99472 2.87707 -0.14306
C 4.42592 3.58417 -1.25556
C 4.92622 4.87007 -1.15326
C 4.95282 5.49177 0.08164
C 4.48712 4.81417 1.19384
C 4.02002 3.51067 1.10124
C 3.55392 2.79167 2.32674
C 6.16792 0.25237 -0.04456
C 6.35522 0.98697 -1.33546
C 7.29812 -0.23743 0.60054
H 8.16152 -1.81443 3.48544
H 9.20282 -0.73163 2.55114
H 8.82982 -2.34223 1.93834
H 5.82822 -1.81723 3.17364
H 3.56082 -1.75223 3.08444
H 2.94082 -1.76233 1.42174
H 2.84522 -0.29593 2.38314
H 1.80652 -3.46053 -3.37656
H 3.68292 -3.70043 -4.95836
H 4.91772 -1.70233 -5.72796
H 4.24062 0.53567 -4.92416
H 2.34232 0.76417 -3.35396
H 4.38422 3.10657 -2.22726
H 5.30002 5.38467 -2.02946
H 5.32942 6.50167 0.17834
H 4.48902 5.30897 2.15694
H 3.54922 3.45117 3.19354
H 4.21102 1.94607 2.53424
H 2.54752 2.39667 2.17314
H 5.47952 0.83227 -1.96826
H 7.24782 0.63207 -1.85086
H 6.46072 2.05817 -1.15686
H 8.27272 -0.04793 0.16304
C -3.75818 4.35577 -2.62686
N -2.54968 3.91627 -1.97416
C -2.31208 4.51687 -0.68566
C -1.87848 2.78567 -2.34356
S -0.94118 1.93627 -1.27906
N -2.05618 2.38317 -3.65906
C -1.72238 3.32487 -4.71116
C -1.61168 1.04207 -3.98366
H -4.56628 4.41987 -1.89126
H -4.04278 3.64347 -3.39726
H -3.63098 5.34827 -3.07526
H -2.25468 5.60177 -0.80106
H -1.37498 4.13897 -0.28406
H -3.11018 4.27657 0.02334
H -1.92008 4.34457 -4.39706
H -2.31588 3.09997 -5.59996
H -0.66088 3.24597 -4.97616
H -1.93178 0.35647 -3.20596
H -0.52258 0.96747 -4.06486
H -2.06478 0.74897 -4.93146
C -6.27208 2.59247 -0.01836
C -5.78698 1.20647 0.39384
C -4.47838 0.78627 -0.24206
S -3.60978 -0.44023 0.90694
O -4.09408 -0.04833 2.23094
C -4.63848 -1.91283 0.39794
C -5.30948 -2.52713 1.60954
C -6.17358 -3.72053 1.21794
H -7.19318 2.83857 0.50924
H -6.46648 2.64207 -1.08966
H -5.52748 3.34487 0.23574
H -6.56318 0.46977 0.17264
H -5.61688 1.19897 1.47674
H -3.79538 1.62887 -0.33596
H -4.58608 0.31707 -1.21646
H -3.92648 -2.60833 -0.04346
H -5.37098 -1.61903 -0.35216
H -5.91868 -1.76823 2.10614
H -4.53378 -2.84143 2.30864
H -6.94378 -3.42073 0.50634
H -6.65918 -4.14983 2.09304
H -5.55868 -4.48823 0.75274
```

Values from the calculation:
Gap between HOMO and LUMO (alpha / beta) in eV: 4.72 / 5.32
Multiplicity: 2
Net charge: -2
ΔE to the lowest compared entry with this formula, charge and spin in kJ/mol: 67.6


It is found that the energy values, taken in the order of the records, are -6904.80900; -448.88505; -248.30110; -2137.21169; -367.03503; -718.25234; -268.04989; -5518.14974 Eh.